# 1
C34H45InN9O4S4 as an isolated structure. Source: OMol25; level of theory: ωB97M-V/def2-TZVPD.

Last column: Löwdin charge in e.
Element x y z (Å)
In: -1.30268 0.58313 -0.32402  0.47
O: 0.32446 3.21424 5.61840  -0.05
C: 0.14957 2.88253 4.47986  -1.01
S: -1.12975 3.53108 3.44284  0.97
C: -0.72102 2.61780 1.99845  -1.16
C: 0.30995 1.75301 2.09007  -1.14
S: 0.91707 0.70099 0.84776  0.61
S: 1.13164 1.67277 3.63925  0.97
S: -1.74682 2.87897 0.61348  0.55
N: -1.60758 -1.15858 -1.82815  -0.02
C: -2.67510 -2.17501 -1.80003  -0.21
C: -4.06602 -1.56386 -1.92276  -0.17
C: -4.53890 -0.81979 -0.68030  -0.23
N: -3.77549 0.42057 -0.47211  -0.03
H: -1.67203 -0.59039 -2.66939  0.06
H: -0.69129 -1.59513 -1.86534  0.08
H: -2.60038 -2.72792 -0.86213  0.11
H: -2.53102 -2.88093 -2.62179  0.13
H: -4.76952 -2.37237 -2.12197  0.12
H: -4.08220 -0.88382 -2.78265  0.12
H: -4.40849 -1.45301 0.19920  0.11
H: -5.60671 -0.60805 -0.78821  0.12
H: -4.12590 0.91422 0.34371  0.07
H: -3.91715 1.04271 -1.26196  0.06
C: 7.68682 0.34135 -1.64218  -0.07
C: 6.77808 -0.87848 -1.53333  -0.19
N: 5.49455 -0.69018 -2.20986  -0.06
C: 5.25877 -1.42078 -3.44914  -0.20
C: 6.03015 -0.85567 -4.63921  -0.07
C: 4.58948 0.11996 -1.60703  -0.43
O: 4.76741 0.62388 -0.51230  0.09
C: 3.31112 0.42022 -2.35425  -0.12
C: 3.28250 1.32480 -3.40653  0.01
C: 2.06525 1.62468 -3.99517  -0.03
C: 0.91824 1.04043 -3.48539  -0.15
N: 0.92159 0.19508 -2.45215  0.03
C: 2.10624 -0.10995 -1.91837  -0.14
H: 8.63682 0.13281 -1.14995  0.08
H: 7.22587 1.19659 -1.15143  0.07
H: 7.88584 0.59581 -2.68362  0.07
H: 6.57677 -1.07826 -0.48004  0.12
H: 7.25906 -1.75253 -1.97192  0.12
H: 4.19295 -1.40762 -3.66383  0.11
H: 5.54636 -2.46286 -3.28898  0.12
H: 5.78782 0.19647 -4.78734  0.07
H: 5.76789 -1.40302 -5.54489  0.08
H: 7.10495 -0.94258 -4.48164  0.07
H: 4.19507 1.78802 -3.75915  0.13
H: 2.00614 2.30587 -4.83254  0.11
H: -0.04865 1.26104 -3.91687  0.08
H: 2.10049 -0.82227 -1.10072  0.10
N: -2.00498 1.76309 -2.48669  0.14
C: -2.51983 2.74400 -2.83989  -0.23
N: -3.12598 3.80733 -3.27856  -0.07
C: -4.46401 3.69161 -3.87606  -0.09
C: -4.49052 4.53971 -5.14139  -0.18
O: -4.13541 5.87393 -4.85019  -0.11
C: -2.82650 5.97369 -4.32150  -0.17
C: -2.69554 5.18463 -3.02374  -0.09
H: -5.20633 4.07371 -3.16919  0.14
H: -4.67956 2.64803 -4.10029  0.13
H: -5.49835 4.56108 -5.55248  0.14
H: -3.80667 4.11397 -5.88749  0.13
H: -2.65016 7.03007 -4.12958  0.14
H: -2.09338 5.61425 -5.05497  0.13
H: -3.34957 5.62438 -2.26600  0.14
H: -1.67063 5.19539 -2.65829  0.14
C: 1.29308 -0.22266 7.36684  -0.04
C: 0.76290 -1.43771 6.65823  -0.27
C: 1.18951 -1.76642 5.37727  -0.04
C: 0.73607 -2.90513 4.73019  -0.02
C: -0.18278 -3.73805 5.35582  -0.26
N: -0.65882 -4.94440 4.77352  0.14
C: -0.75698 -5.32308 3.46596  -0.52
O: -0.75584 -6.48340 3.11687  0.09
N: -0.86210 -4.31620 2.48793  0.14
C: -1.52424 -3.10041 2.52181  -0.21
C: -2.44769 -2.74571 3.51181  0.03
C: -3.04976 -1.50405 3.46064  -0.01
C: -2.74309 -0.63991 2.42372  -0.13
N: -1.89911 -0.98774 1.45663  -0.02
C: -1.30263 -2.17498 1.50313  -0.09
C: -0.63072 -3.41321 6.63285  -0.03
C: -0.16140 -2.27953 7.27264  -0.03
H: 2.14791 0.19767 6.84020  0.08
H: 1.60009 -0.47262 8.38258  0.08
H: 0.52722 0.55240 7.43524  0.08
H: 1.90762 -1.13178 4.87536  0.10
H: 1.12503 -3.15050 3.75232  0.12
H: -0.75651 -5.71970 5.40998  0.16
H: -0.56374 -4.65098 1.58610  0.15
H: -2.68718 -3.43548 4.30639  0.12
H: -3.76637 -1.21747 4.21725  0.12
H: -3.17181 0.35446 2.36410  0.11
H: -0.60231 -2.39591 0.70224  0.12
H: -1.34804 -4.06201 7.12299  0.12
H: -0.51316 -2.05032 8.27135  0.12

Calculated values
**Total charge**: +1
**Multiplicity**: 1
**Kohn-Sham gap**: 7.05 eV

# 2
C34H45N8OS6SbSr as an isolated structure. Source: OMol25; level of theory: ωB97M-V/def2-TZVPD.

Last column: Löwdin charge in e.
Element x y z (Å)
Sr: -0.36982 -2.21970 -0.79375  0.78
C: -1.96015 3.96655 1.69066  -0.07
N: -0.60107 3.49760 1.84091  -0.16
C: -0.02665 3.88239 3.11831  -0.08
C: -0.22777 2.23331 1.32828  -0.35
N: -0.95178 1.26419 0.93395  0.17
C: -2.25821 0.96351 1.34526  -0.21
C: -2.55796 0.87999 2.68549  -0.06
C: -3.83914 0.49255 3.12988  -0.10
C: -4.80808 0.17923 2.22270  -0.07
C: -4.52671 0.20734 0.82919  -0.19
C: -5.51622 -0.19871 -0.09973  -0.06
C: -5.22479 -0.25048 -1.43554  -0.07
C: -3.95995 0.14487 -1.90488  -0.08
C: -2.98954 0.59549 -1.03848  -0.25
N: -1.71255 0.93883 -1.47542  0.16
C: -1.47106 1.72176 -2.46686  -0.35
N: -2.33246 2.68675 -3.02190  -0.16
C: -2.56739 2.59889 -4.45660  -0.06
C: -3.48539 3.16726 -2.30617  -0.08
N: -0.25539 1.69634 -3.08118  -0.14
C: 0.40791 2.89169 -3.54298  -0.07
C: 0.58061 0.51226 -2.99323  -0.09
C: -3.24676 0.60378 0.36989  -0.07
N: 1.15175 2.11246 1.20435  -0.16
C: 1.92524 3.19230 0.62594  -0.07
C: 1.68191 0.79153 0.90947  -0.08
H: -1.95122 5.06098 1.68384  0.08
H: -2.62774 3.62442 2.48661  0.08
H: -2.35463 3.61638 0.74872  0.07
H: -0.58039 3.44004 3.95813  0.08
H: -0.06733 4.97000 3.22248  0.08
H: 1.01010 3.56295 3.18162  0.08
H: -1.76787 1.07805 3.40083  0.11
H: -4.03786 0.42599 4.19375  0.10
H: -5.79200 -0.14190 2.54391  0.10
H: -6.48175 -0.51712 0.27610  0.10
H: -5.95897 -0.61623 -2.14352  0.10
H: -3.70512 0.04189 -2.95080  0.08
H: -1.74621 2.07921 -4.94237  0.09
H: -2.66532 3.60069 -4.88837  0.08
H: -3.48969 2.04186 -4.66421  0.09
H: -3.29505 3.15172 -1.24353  0.07
H: -4.38512 2.56917 -2.49253  0.08
H: -3.68410 4.20041 -2.61194  0.08
H: -0.25395 3.75099 -3.46678  0.08
H: 0.73232 2.77558 -4.58168  0.09
H: 1.30333 3.08143 -2.93747  0.07
H: -0.06978 -0.36034 -2.99587  -0.04
H: 1.22405 0.51341 -2.10596  0.06
H: 1.20094 0.43789 -3.88725  0.07
H: 1.43291 4.14529 0.79668  0.07
H: 2.04779 3.04841 -0.45551  0.08
H: 2.92181 3.21853 1.07525  0.08
H: 1.00937 0.03976 1.30913  0.04
H: 2.66744 0.68947 1.37354  0.09
H: 1.78697 0.61714 -0.17120  0.04
S: 2.97122 -1.67352 -5.64161  -0.40
Sb: 1.44225 -3.23891 -4.80846  0.12
S: 1.78695 -3.26251 -2.41646  -0.44
S: -1.92308 -2.26627 -3.46564  -0.32
S: -0.64262 -1.84437 -5.06668  -0.35
S: -2.64664 -2.87497 1.10358  0.46
C: -1.81066 -2.43759 2.54878  -0.83
C: -2.44577 -2.48962 3.81592  -0.14
C: -1.74294 -2.17521 4.95020  -0.12
C: -0.39581 -1.81237 4.84661  -0.12
C: 0.14930 -1.78152 3.57869  -0.20
N: -0.51941 -2.06752 2.46061  0.00
H: -3.48725 -2.77919 3.85236  0.09
H: -2.22595 -2.21624 5.92096  0.09
H: 0.20000 -1.56218 5.71458  0.08
H: 1.19305 -1.51139 3.44035  0.09
C: 5.62314 0.58072 -0.99965  -0.29
S: 4.43333 -0.52321 -1.78019  0.80
C: 4.38987 0.28498 -3.36860  -0.31
O: 3.13311 -0.23305 -1.11814  -0.62
H: 6.56642 0.56929 -1.54660  0.04
H: 5.77278 0.22890 0.01992  0.04
H: 5.18391 1.58042 -0.99011  0.05
H: 5.39242 0.28610 -3.79864  0.05
H: 4.01154 1.29901 -3.21986  0.05
H: 3.71450 -0.30618 -4.00158  -0.13
N: 1.95186 -2.38466 0.88694  0.16
C: 2.56206 -3.29692 1.21845  -0.13
C: 3.24759 -4.52522 1.54424  -0.21
C: 3.76330 -5.28008 0.49685  -0.01
C: 4.42841 -6.46315 0.78607  -0.07
C: 4.57231 -6.87867 2.10284  -0.10
C: 4.04683 -6.11997 3.14093  -0.09
C: 3.37794 -4.93700 2.86410  -0.03
H: 3.62314 -4.93272 -0.52245  0.09
H: 4.82930 -7.06123 -0.02138  0.10
H: 5.09102 -7.80396 2.32224  0.10
H: 4.15213 -6.45148 4.16592  0.10
H: 2.94892 -4.33657 3.65573  0.11

Calculated values
**Total charge**: -2
**Multiplicity**: 1
**Kohn-Sham gap**: 4.22 eV

Number 1: DFT total energy -106101.829 eV, largest force on an atom 0.7 eV Å⁻¹. Number 2: DFT total energy -122345.851 eV, largest force on an atom 0.8 eV Å⁻¹.